(1)
Density functional theory data (wB97M-V/def2-TZVPD) for a 2-piece molecular cluster, C4H5N3 overall in a non-equilibrium geometry.

**Highest occupied orbital energy**: -8.70 eV
**E_tot**: -319.54898 Ha

Each line ends with the Mulliken charge.
CARTESIAN COORDINATES (ANGSTROEM)
N -0.228 1.102 -2.252  -0.385
C -0.068 0.020 -1.862  0.282
C 0.193 -1.358 -1.441  -0.044
C 0.887 1.417 1.001  -0.493
N -0.090 0.698 1.382  -0.005
C -1.013 -0.088 1.600  -0.350
N -0.460 -2.026 -0.586  -0.526
H 1.032 -1.817 -1.954  0.361
H 1.880 1.204 1.376  0.267
H 0.705 2.223 0.302  0.336
H -1.623 0.106 2.489  0.229
H -1.186 -1.464 -0.131  0.328

---

(2)
Density functional theory data (wB97M-V/def2-TZVPD) for one molecule with the formula C4H5N3 in a non-equilibrium geometry.

**Highest occupied orbital energy**: -8.13 eV
**E_tot**: -319.60446 Ha

Each line ends with the Mulliken charge.
CARTESIAN COORDINATES (ANGSTROEM)
C -1.510 -0.036 0.391  -0.841
N -0.356 -0.294 -0.517  -0.193
C 0.969 0.028 0.071  -0.102
C 1.985 -0.871 -0.273  0.232
N 2.770 -1.678 -0.581  -0.503
C 1.125 1.364 0.458  0.208
N 1.166 2.484 0.784  -0.514
H -1.425 -0.715 1.239  0.323
H -2.443 -0.193 -0.154  0.337
H -1.436 0.996 0.739  0.347
H -0.515 0.204 -1.402  0.344
H -0.330 -1.288 -0.755  0.362

---

(3)
Density functional theory data (wB97M-V/def2-TZVPD) for one molecule with the formula C4H5N3 in a non-equilibrium geometry.

**SMILES**: [H]/N=C1\C=C(N)C=N1
**Highest occupied orbital energy**: -9.13 eV
**E_tot**: -319.63378 Ha

Each line ends with the Mulliken charge.
CARTESIAN COORDINATES (ANGSTROEM)
H -2.728 0.715 0.372  0.261
N -2.369 -0.200 0.666  -0.589
C -1.155 -0.157 0.373  0.191
C -0.306 0.839 -0.271  -0.216
C 0.925 0.396 -0.380  0.428
N 1.955 0.934 -1.099  -0.567
C 0.855 -0.971 0.203  -0.270
N -0.288 -1.279 0.751  -0.526
H -0.616 1.773 -0.662  0.360
H 2.883 0.633 -0.857  0.271
H 1.859 1.870 -0.851  0.297
H 1.606 -1.808 0.221  0.359

---

(4)
Density functional theory data (wB97M-V/def2-TZVPD) for one molecule with the formula C4H5N3.

**SMILES**: N/N=C1/C=CC=N1
**Highest occupied orbital energy (spin up / spin down)**: -8.83 / -8.83 eV
**E_tot**: -319.61282 Ha

Each line ends with the Mulliken charge.
CARTESIAN COORDINATES (ANGSTROEM)
N -1.192 2.069 -0.735  -0.429
N -0.072 1.305 -1.062  -0.387
C 0.127 0.310 -0.281  0.578
C 1.256 -0.692 -0.374  -0.532
C 0.998 -1.575 0.603  -0.157
C -0.215 -1.113 1.281  -0.250
N -0.719 -0.029 0.808  -0.484
H -2.073 1.652 -1.025  0.227
H -1.076 2.976 -1.156  0.256
H 2.104 -0.792 -1.052  0.380
H 1.536 -2.472 0.883  0.388
H -0.674 -1.640 2.110  0.411

---

(5)
Density functional theory data (wB97M-V/def2-TZVPD) for C4H5N3 as an isolated structure in a non-equilibrium geometry.

**Highest occupied orbital energy**: -9.75 eV
**E_tot**: -319.50800 Ha

Each line ends with the Mulliken charge.
CARTESIAN COORDINATES (ANGSTROEM)
C -1.597 -0.513 1.111  -0.848
C -0.680 -0.021 0.104  0.682
C 1.440 -0.394 -0.631  -0.096
C 1.453 0.948 -0.936  -0.188
H -2.235 -1.070 0.365  0.264
H -2.224 0.347 1.962  0.275
H -0.716 -1.724 1.544  0.268
H 2.095 -1.133 -1.035  0.387
H 2.300 1.398 -1.337  0.462
N 0.355 -0.890 -0.101  -0.464
N 0.511 1.793 -0.745  -0.369
N -0.702 1.261 -0.302  -0.372

---

(6)
Density functional theory data (wB97M-V/def2-TZVPD) for a 2-piece molecular cluster, C4H5N3 overall in a non-equilibrium geometry.

**SMILES**: c1c[nH]nn1.C#C
**Highest occupied orbital energy**: -10.00 eV
**E_tot**: -319.55248 Ha

Each line ends with the Mulliken charge.
CARTESIAN COORDINATES (ANGSTROEM)
C 1.426 -1.024 -0.628  -0.282
C 1.860 -0.022 0.160  -0.191
N 0.844 0.130 1.083  0.201
N 0.009 -0.879 0.985  -0.451
N 0.294 -1.578 -0.041  -0.328
H 2.001 -1.447 -1.421  0.413
H 2.800 0.509 0.220  0.389
H 0.731 0.691 1.973  0.268
C -2.753 1.391 -0.386  -0.519
C -2.174 0.392 -0.718  -0.509
H -3.456 2.179 -0.208  0.377
H -1.582 -0.340 -1.020  0.633

---

(7)
Density functional theory data (wB97M-V/def2-TZVPD) for a 2-piece molecular cluster, C4H5N3 overall in a non-equilibrium geometry.

**Highest occupied orbital energy**: -9.87 eV
**E_tot**: -319.44793 Ha

Each line ends with the Mulliken charge.
CARTESIAN COORDINATES (ANGSTROEM)
C 0.008 3.017 0.285  -0.052
C -1.131 2.572 -0.406  -0.363
C 3.067 -0.370 0.379  0.099
C -0.641 -0.486 -0.112  -0.794
N 3.486 -0.578 -0.644  -0.345
N -0.134 1.662 0.163  0.180
N 0.310 0.498 0.387  -0.202
H 2.522 -0.164 1.316  0.256
H 0.960 3.551 0.384  0.313
H -0.400 -0.769 -1.082  0.291
H -0.559 -1.362 0.596  0.260
H -1.657 -0.112 -0.248  0.359

---

(8)
Density functional theory data (wB97M-V/def2-TZVPD) for one molecule with the formula C4H5N3.

**SMILES**: N#C[C@H]1CN=CN1
**Highest occupied orbital energy**: -9.33 eV
**E_tot**: -319.66075 Ha

Each line ends with the Mulliken charge.
CARTESIAN COORDINATES (ANGSTROEM)
N -0.291 -0.767 2.876  -0.415
C -0.487 -0.522 1.764  0.021
C -0.667 -0.250 0.324  0.357
C -0.177 1.194 -0.046  -0.588
N 0.574 1.073 -1.307  -0.546
C 0.871 -0.164 -1.388  -0.056
N 0.258 -1.024 -0.498  -0.255
H -1.721 -0.464 0.069  0.228
H -0.972 1.936 -0.111  0.342
H 0.516 1.523 0.732  0.318
H 1.545 -0.572 -2.138  0.376
H 0.551 -1.962 -0.277  0.218

---

(9)
Density functional theory data (wB97M-V/def2-TZVPD) for one molecule with the formula C4H5N3 in a non-equilibrium geometry.

**SMILES**: Nc1cncnc1
**Highest occupied orbital energy**: -7.92 eV
**E_tot**: -319.54667 Ha

Each line ends with the Mulliken charge.
CARTESIAN COORDINATES (ANGSTROEM)
N -1.894 0.149 -0.181  -0.677
C -0.636 0.104 0.434  0.583
C 0.080 1.264 0.506  -0.435
N 1.372 1.134 0.095  -0.523
C 1.665 -0.014 -0.424  -0.055
N 0.953 -1.236 -0.662  -0.456
C 0.074 -1.201 0.260  -0.167
H -1.750 0.769 -0.977  0.306
H -2.128 -0.761 -0.555  0.279
H -0.295 2.220 0.884  0.412
H 2.673 -0.320 -0.233  0.347
H -0.114 -2.109 0.853  0.386

---

(10)
Density functional theory data (wB97M-V/def2-TZVPD) for one molecule with the formula C4H5N3 in a non-equilibrium geometry.

**Spin multiplicity**: 3
**Highest occupied orbital energy (spin up / spin down)**: -5.81 / -10.28 eV
**E_tot**: -319.24729 Ha

Each line ends with the Mulliken charge.
CARTESIAN COORDINATES (ANGSTROEM)
C 1.481 -2.538 -0.192  -0.041
C 0.098 -2.798 -0.801  -0.231
C 0.901 1.638 0.665  -0.463
C -1.246 0.164 -0.349  -0.964
N 1.081 0.386 0.596  -0.651
N 0.492 -1.649 -0.270  0.223
N 0.097 -0.308 -0.100  0.494
H 1.682 2.129 1.271  0.290
H -0.032 2.211 0.259  0.245
H -1.715 0.470 0.617  0.294
H -1.117 1.001 -1.044  0.338
H -1.722 -0.706 -0.653  0.466

---

(11)
Density functional theory data (wB97M-V/def2-TZVPD) for a 2-piece molecular cluster, C4H5N3O overall in a non-equilibrium geometry.

**Highest occupied orbital energy**: -9.46 eV
**E_tot**: -394.76751 Ha

Each line ends with the Mulliken charge.
CARTESIAN COORDINATES (ANGSTROEM)
C 0.438 0.268 0.259  0.679
C 0.879 -0.167 -1.005  -0.479
C -0.085 -0.772 -1.736  -0.193
C -1.743 -0.503 -0.096  -0.013
H -0.293 0.390 2.291  0.416
H 2.135 0.678 1.334  0.303
H 1.937 -0.048 -1.277  0.328
H 0.087 -1.291 -2.705  0.359
H -2.650 -0.648 0.451  0.397
N 1.192 1.151 0.982  -0.216
N -1.396 -0.974 -1.220  -0.569
N -0.855 0.296 0.602  -0.559
O 0.354 1.620 2.119  -0.452

---

(12)
Density functional theory data (wB97M-V/def2-TZVPD) for one molecule with the formula C4H5N3O in a non-equilibrium geometry.

**SMILES**: [H]/N=C1\C=NC(CO)=N1
**Highest occupied orbital energy**: -10.26 eV
**E_tot**: -394.87099 Ha

Each line ends with the Mulliken charge.
CARTESIAN COORDINATES (ANGSTROEM)
H -3.531 0.267 0.027  0.264
N -2.900 -0.549 -0.091  -0.547
C -1.701 -0.194 -0.010  0.458
C -1.033 1.211 0.036  -0.092
N 0.225 1.082 0.065  -0.521
C 0.419 -0.333 0.047  0.490
C 1.837 -0.806 0.010  -0.233
O 2.739 0.270 -0.108  -0.539
N -0.545 -1.164 0.032  -0.543
H -1.593 2.135 -0.161  0.369
H 1.951 -1.582 -0.812  0.244
H 1.949 -1.381 0.999  0.197
H 2.182 1.041 -0.035  0.452